1.
Computed, not measured: a structure of composition C29H37N3OPt, with ωB97M-V/def2-TZVPD.

```
! wB97M-V def2-TZVPD RIJCOSX def2/J DEFGRID3
* xyz -2 3
Pt -0.10319 -0.86664 -1.00264
N 0.46501 -2.39372 3.05712
N -0.83438 -3.41040 -2.73207
C 0.50558 1.69099 -0.44076
C 1.61829 0.85534 -0.15392
C 1.42346 0.26663 1.26121
C 2.58853 -0.19602 2.12835
H 3.47610 -0.38752 1.52171
H 2.15491 -1.15007 2.47353
H 2.89054 0.39753 2.98798
C 0.43189 1.27213 1.84825
C 0.07097 1.21917 3.28163
H 0.69941 1.85240 3.93211
H 0.14065 0.19139 3.67216
H -0.96895 1.55286 3.39582
C -0.14200 1.99018 0.84514
C -1.25726 2.95169 1.06914
H -2.14864 2.41503 1.43380
H -1.52110 3.50034 0.16298
H -0.98433 3.68852 1.83989
C 2.87825 0.70762 -0.90829
H 3.63613 1.49869 -0.73079
H 2.66691 0.68709 -1.98561
H 3.37024 -0.23743 -0.64109
C 0.48758 2.62801 -1.59980
H -0.51552 3.00638 -1.83827
H 0.87240 2.14046 -2.50459
H 1.12010 3.52193 -1.42441
C -0.35536 -3.11072 3.87391
H -0.05088 -3.17179 4.94484
C -1.54815 -3.71559 3.40308
H -2.17438 -4.21700 4.19142
C -1.82996 -3.67585 2.02097
H -2.67381 -4.28583 1.68119
C -0.96521 -2.94095 1.15219
H -1.07538 -3.05893 0.06778
C 0.06761 -2.18720 1.78138
C 0.81877 -1.11915 0.89454
H 1.64072 -1.71921 0.40807
C -0.76844 -2.13245 -2.53577
C -0.04818 -3.80645 -3.87907
H 0.13288 -4.83954 -4.15754
C 0.10566 -2.61652 -4.59358
H 0.39850 -2.56782 -5.62483
N -0.28151 -1.56010 -3.81188
C -0.34082 -0.20287 -4.20324
C 0.69891 0.29479 -5.02943
C 0.43104 1.44424 -5.77098
H 1.15623 1.73909 -6.51746
C -0.72790 2.18661 -5.61270
C -0.95545 3.43432 -6.40873
H -1.48834 4.20460 -5.85024
H -1.53031 3.26517 -7.32318
H -0.01052 3.87421 -6.72892
C -1.66961 1.73490 -4.70031
H -2.59725 2.26921 -4.59276
C -1.50902 0.55941 -3.96126
C -2.64314 0.13119 -3.07223
H -2.96152 -0.91172 -3.22344
H -3.51644 0.76246 -3.30066
H -2.44381 0.29826 -1.99998
C 1.97790 -0.46045 -5.17662
H 1.84680 -1.38896 -5.74992
H 2.41148 -0.68284 -4.18892
H 2.66678 0.15217 -5.76674
C -3.53664 -0.55312 0.68747
O -2.31753 -0.10463 1.27096
H -3.94032 0.24160 0.04921
H -4.23612 -0.78184 1.50376
H -3.38118 -1.45668 0.07819
H -1.80365 -0.90119 1.44409
*
```

expectation value of S²: 2.011
highest occupied orbital energy (spin up / spin down): 2.92 / -1.77 eV
Kohn-Sham gap (spin up / spin down): 0.0520 / 0.2234 Eh
relative energy (zero: lowest compared OMol25 entry of this formula, charge and spin): 67.63 kJ/mol
LUMO (spin up / spin down): 0.1593 / 0.1585 Eh

These are the Mulliken partial charges, in e, on atoms 1 to 2: number 1, Pt, carries 0.17; number 2, N, carries -0.54

***

2.
Computed, not measured: the molecule C8H7BO2S, with ωB97M-V/def2-TZVPD.

```
! wB97M-V def2-TZVPD RIJCOSX def2/J DEFGRID3
* xyz 0 1
O 1.74084 -3.34368 1.04994
B 2.18794 -2.09500 0.70326
O 3.55727 -1.82473 0.61306
C 1.14825 -0.98494 0.49345
C 0.41669 -0.88866 -0.63236
C -0.53407 0.14876 -0.50010
C -1.45290 0.61234 -1.44600
C -2.26636 1.70273 -1.22102
C -2.21155 2.33526 -0.00228
C -1.29804 1.90498 0.93471
C -0.46492 0.82783 0.72660
S 0.84506 0.26403 1.66522
H 2.49212 -3.95579 1.04013
H 3.85153 -0.91573 0.37896
H 0.53962 -1.54817 -1.47939
H -1.45575 0.18419 -2.43876
H -2.96738 1.98111 -1.96833
H -2.89065 3.12019 0.23224
H -1.23771 2.47529 1.85069
*
```

highest occupied orbital energy: -8.29 eV
Kohn-Sham gap: 0.3211 Eh
relative energy (zero: lowest compared OMol25 entry of this formula, charge and spin): 8.92 kJ/mol
LUMO: 0.0164 Eh

These are the Mulliken partial charges, in e, on atoms 1 to 2: number 1, O, carries -0.49; number 2, B, carries 0.63

***

3.
Computed, not measured: the molecule C4H8O2, with ωB97M-V/def2-TZVPD.

```
! wB97M-V def2-TZVPD RIJCOSX def2/J DEFGRID3
* xyz 0 1
C 1.72536 0.31466 0.15080
C 0.56557 0.23987 0.80187
O 0.43095 -0.60748 1.85957
C -0.69504 0.92469 0.29984
O -0.95491 0.60978 -1.04657
C -0.77532 -0.78037 -1.26000
H 2.56524 -0.30166 0.45110
H 1.82698 0.97636 -0.70208
H -0.50011 -0.67177 2.10351
H -1.55700 0.63223 0.93242
H -0.58934 2.01051 0.36656
H 0.26940 -1.01740 -0.93926
H -1.56525 -1.34351 -0.72566
H -0.88306 -0.97660 -2.32661
*
```

highest occupied orbital energy: -8.92 eV
Kohn-Sham gap: 0.3572 Eh
relative energy (zero: lowest compared OMol25 entry of this formula, charge and spin): 220.12 kJ/mol
LUMO: 0.0294 Eh

These are the Mulliken partial charges, in e, on atoms 1 to 2: number 1, C, carries -0.81; number 2, C, carries 0.36

***

4.
Computed, not measured: a structure of composition C2H35HgO16, with ωB97M-V/def2-TZVPD.

```
! wB97M-V def2-TZVPD RIJCOSX def2/J DEFGRID3
* xyz 1 1
Hg -1.09849 -5.16427 8.70668
C -0.53202 -1.64712 5.88226
C -1.19696 -2.99893 6.25485
O -0.59739 -3.41402 7.45042
H 0.53318 -1.81654 5.71284
H -0.86900 -0.85699 6.54077
H -0.80443 -1.45616 4.83707
H -1.13107 -3.69800 5.41503
H -2.27155 -2.87120 6.44111
O -1.87606 -4.29783 2.52635
H -2.17444 -3.46451 2.91909
H -2.69473 -4.76255 2.32003
O 1.03164 -2.01204 2.55401
H 1.89962 -1.99286 2.13254
H 0.94385 -2.91814 2.87937
O -0.48708 -6.10924 4.33958
H 0.46911 -5.98537 4.35703
H -0.83366 -5.35593 3.82237
O -2.45737 1.11364 7.28598
H -2.67734 1.85918 7.85902
H -2.67376 0.32859 7.81061
O -1.71288 -1.31156 1.81567
H -0.85084 -1.58305 2.16518
H -1.49663 -0.76033 1.05589
O -0.04565 2.32612 6.19005
H 0.16489 3.03989 6.80007
H -0.89877 1.97522 6.48269
O 3.36242 -0.75865 7.19078
H 4.15345 -1.30704 7.24395
H 3.15505 -0.70281 6.23265
O 0.86620 0.61434 4.05066
H 0.55649 0.98434 4.89842
H 0.12426 0.11683 3.68953
O -4.10932 -2.85813 3.61096
H -4.54875 -2.31421 2.94722
H -3.53313 -2.23177 4.06805
O 1.26556 -1.28192 9.02104
H 0.96089 -2.00648 8.46557
H 1.86224 -0.78126 8.43641
O 3.29613 -0.97339 4.45744
H 2.44318 -0.93286 3.99244
H 3.96352 -0.77424 3.79277
O 2.25375 -3.64380 6.74123
H 2.48405 -2.70251 6.85290
H 1.30219 -3.67706 6.91093
O -4.08368 -2.57588 8.34995
H -4.67785 -2.41022 7.60459
H -3.21700 -2.31469 8.02034
O -1.59943 -1.01630 9.23891
H -0.97070 -1.42822 8.63659
H -1.85800 -1.71639 9.84868
O -3.69333 -0.32192 5.15085
H -3.10137 0.01368 5.83520
H -4.35078 0.37247 5.03660
*
```

highest occupied orbital energy: -13.49 eV
Kohn-Sham gap: 0.1698 Eh
relative energy (zero: lowest compared OMol25 entry of this formula, charge and spin): 144.06 kJ/mol
LUMO: -0.3259 Eh

These are the Mulliken partial charges, in e, on atoms 1 to 2: number 1, Hg, carries 1.16; number 2, C, carries 0.47

***

5.
Computed, not measured: a structure of composition C2H3IN2O, with ωB97M-V/def2-TZVPD.

```
! wB97M-V def2-TZVPD RIJCOSX def2/J DEFGRID3
* xyz 0 1
C 1.62415 0.55497 0.26804
C -1.98704 -0.72652 -0.08793
N 2.52688 0.15568 -0.43963
N -0.97542 -0.10132 0.32147
O 0.22449 -0.66201 0.08486
I -3.91949 0.13898 0.04952
H 1.32423 1.45921 0.72383
H -2.10037 -1.69143 -0.61832
H 3.28257 0.87244 -0.30185
*
```

highest occupied orbital energy: -8.91 eV
Kohn-Sham gap: 0.3401 Eh
relative energy (zero: lowest compared OMol25 entry of this formula, charge and spin): 410.05 kJ/mol
LUMO: 0.0128 Eh

These are the Mulliken partial charges, in e, on atoms 1 to 2: number 1, C, carries 0.13; number 2, C, carries -0.18

***

6.
Computed, not measured: the ion C4H3O3 with charge -1, with ωB97M-V/def2-TZVPD.

```
! wB97M-V def2-TZVPD RIJCOSX def2/J DEFGRID3
* xyz -1 1
O 0.59116 -0.49928 4.40664
C 0.28371 -0.44155 3.26241
C -0.02838 -0.35846 1.98816
C 0.67473 0.16294 0.53925
O 1.84467 0.62442 0.69065
C 0.08784 0.10697 -0.73136
O 0.82084 0.63167 -1.81831
H -1.02004 -0.70122 1.72152
H -0.90261 -0.22564 -0.97743
H 1.63206 0.92367 -1.37516
*
```

highest occupied orbital energy: -2.10 eV
Kohn-Sham gap: 0.2183 Eh
relative energy (zero: lowest compared OMol25 entry of this formula, charge and spin): 146.65 kJ/mol
LUMO: 0.1411 Eh

These are the Mulliken partial charges, in e, on atoms 1 to 2: number 1, O, carries -0.50; number 2, C, carries 0.74

***

7.
Computed, not measured: the molecule C17H33NO6, with ωB97M-V/def2-TZVPD.

```
! wB97M-V def2-TZVPD RIJCOSX def2/J DEFGRID3
* xyz 0 1
C 5.20457 2.23524 -3.79229
C 4.50622 0.95848 -3.33937
C 5.49514 -0.04102 -2.73980
C 4.84353 -1.35071 -2.27420
C 4.56833 -1.42275 -0.76971
C 3.60192 -0.37038 -0.22342
C 2.17572 -0.48277 -0.76474
C 1.38200 -1.65814 -0.18969
C 0.78193 -1.32049 1.17453
O -0.16895 -0.26252 1.09130
C -1.45792 -0.65220 0.69507
O -2.18410 -1.18512 1.77069
C -2.41148 -0.25237 2.82257
C -3.17618 -1.02110 3.90795
O -4.36411 -1.58391 3.40846
C -3.18317 0.98118 2.32081
O -4.46730 0.67718 1.84829
C -2.42049 1.63599 1.14945
O -1.22794 2.25870 1.54303
C -2.17456 0.56907 0.07509
N -1.38986 1.14729 -0.98927
C -1.04769 0.47286 -2.11060
C -0.20590 1.28525 -3.07167
O -1.41101 -0.66376 -2.32939
H 5.96236 2.01174 -4.54016
H 4.48973 2.93083 -4.22622
H 5.69096 2.72391 -2.95046
H 3.73800 1.21106 -2.60787
H 4.00846 0.49740 -4.19594
H 6.01814 0.42449 -1.90154
H 6.24582 -0.26538 -3.50124
H 3.91882 -1.51451 -2.82925
H 5.50893 -2.18278 -2.51610
H 4.18276 -2.41904 -0.54145
H 5.51930 -1.31679 -0.24087
H 3.99294 0.62138 -0.45513
H 3.57948 -0.45810 0.86557
H 2.20596 -0.57244 -1.85018
H 1.63177 0.43365 -0.52430
H 0.57241 -1.91030 -0.87715
H 2.01596 -2.53820 -0.08255
H 1.55384 -0.95042 1.85412
H 0.30866 -2.20170 1.62227
H -1.42235 -1.45943 -0.04597
H -1.44970 0.08505 3.23679
H -3.46229 -0.34398 4.71554
H -2.52331 -1.80532 4.31254
H -4.12151 -2.12103 2.64180
H -3.23557 1.70660 3.15140
H -4.84739 -0.01060 2.42169
H -3.06025 2.42669 0.74153
H -0.55919 1.56824 1.67202
H -3.13592 0.21639 -0.31541
H -0.96947 2.04115 -0.78134
H -0.80355 2.10080 -3.47309
H 0.66195 1.70314 -2.56837
H 0.11871 0.64909 -3.88961
*
```

highest occupied orbital energy: -9.59 eV
Kohn-Sham gap: 0.3770 Eh
relative energy (zero: lowest compared OMol25 entry of this formula, charge and spin): 9.43 kJ/mol
LUMO: 0.0245 Eh

These are the Mulliken partial charges, in e, on atoms 1 to 2: number 1, C, carries -1.47; number 2, C, carries 0.22

***

8.
Computed, not measured: the molecule C5H8ClN3O, with ωB97M-V/def2-TZVPD.

```
! wB97M-V def2-TZVPD RIJCOSX def2/J DEFGRID3
* xyz 0 1
C -1.70142 1.74804 0.07116
C -0.49369 2.42655 -0.41168
C 0.59335 -0.48372 -0.68237
C 0.45257 -2.84452 -0.73707
C 0.52766 -1.73139 1.44031
N 0.64501 1.84554 -0.42169
N -0.47242 3.76050 -0.71886
N 0.61014 -1.60348 -0.03527
O 0.74969 0.62625 0.10115
Cl -2.91982 2.82855 0.35688
H -0.57619 -3.21806 -0.40538
H 0.76443 -2.67785 -1.71297
H 1.07400 -3.58056 -0.21103
H 1.24187 -2.50576 1.71785
H 0.88889 -0.95047 1.99124
H -0.47587 -2.06040 1.70711
H -1.30399 4.32748 -0.98500
H 0.39579 4.09331 -1.06438
*
```

highest occupied orbital energy (spin up / spin down): -8.03 / -8.03 eV
Kohn-Sham gap (spin up / spin down): 0.2452 / 0.2452 Eh
relative energy (zero: lowest compared OMol25 entry of this formula, charge and spin): 509.84 kJ/mol
LUMO (spin up / spin down): -0.0498 / -0.0499 Eh

These are the Mulliken partial charges, in e, on atoms 1 to 2: number 1, C, carries -0.30; number 2, C, carries 0.82